(1)
An isolated molecule of C8H12N2 at a distorted geometry, computed with ωB97M-V with the def2-TZVPD basis set.

The geometry in XYZ format:
```
22
Properties=species:S:1:pos:R:3:forces:R:3
C 0.9089 -2.2271 -0.2888 -0.1 1.3 0.3
C 0.2015 -0.9199 0.1772 -0.6 -1.4 0.5
C -1.2884 -0.8215 0.0961 -2.8 0.4 0.5
C -1.7033 0.4970 -0.6048 -2.4 1.3 0.1
C -1.1447 1.7760 0.0879 -0.7 -1.1 -2.2
C 0.3693 1.7378 0.1083 -0.1 1.1 1.3
C 0.9474 0.3968 0.2305 3.0 -2.1 -0.9
C 2.4508 0.3229 -0.2628 -4.7 0.5 1.3
N 3.4823 0.3555 -0.7297 2.1 0.0 -0.7
N 0.6751 -0.3819 1.4246 -0.4 1.0 0.5
H 1.9360 -1.7566 -0.2467 -0.5 -2.0 -1.1
H 0.4454 -2.6015 -1.2282 1.1 0.7 0.1
H 0.8335 -3.1356 0.3594 0.0 1.2 0.2
H -1.8240 -0.7966 1.1598 1.5 -0.2 -2.0
H -1.7244 -1.7076 -0.4339 0.4 0.8 0.3
H -2.8389 0.7296 -0.6250 1.5 -1.1 0.3
H -1.5031 0.5483 -1.6772 0.6 -0.4 0.0
H -1.4435 2.6280 -0.5555 0.0 -0.3 0.6
H -1.6382 1.8674 1.0466 0.3 0.1 0.4
H 0.8130 2.1685 -0.8251 -0.4 0.4 1.2
H 0.5422 2.1764 1.1349 1.0 0.6 -1.5
H 1.5030 -0.8560 1.6523 1.4 -0.8 0.9
```
Forces are in eV/Å.

The frontier orbital gap comes out at 10.7 eV. As for the SMILES: C[C@]12CCCC[C@@]1(C#N)N2. The calculation puts the LUMO energy at 0.859 eV. The calculation puts the HOMO energy at -9.83 eV. As for the energy above the lowest of the compared OMol25 structures with the same formula, charge and spin: 66.37 kcal per mole.

---

(2)
A structure of composition C8H12N2 at a distorted geometry, computed with ωB97M-V with the def2-TZVPD basis set.

The geometry in XYZ format:
```
22
Properties=species:S:1:pos:R:3:forces:R:3
C 1.3523 -1.8563 -0.0978 -0.8 -0.2 -0.1
C 0.9798 -0.5387 -0.8879 1.4 0.3 -0.6
C -0.3041 -0.0188 -0.3516 -0.2 2.2 -0.4
C -0.5341 1.2977 -0.1575 4.2 5.6 -1.9
C -1.6876 1.9051 0.2635 -0.1 -13.7 1.5
C -2.7971 1.0960 0.4774 -1.5 -1.7 3.4
C -2.5142 -0.3786 0.4363 -10.1 4.4 4.6
C -1.4148 -0.7485 -0.0406 6.6 -9.0 -2.4
H 0.6475 -2.0338 1.0993 2.9 0.4 -4.1
H 0.9127 -2.3468 -0.9535 -0.6 -2.4 0.8
H 2.4894 -2.0751 -0.2773 -2.1 0.5 1.4
H 0.8291 -0.7024 -2.1503 0.8 0.3 3.6
H 2.9938 0.0524 -1.2236 -3.3 1.2 1.9
H 3.1092 1.3278 1.0029 -2.8 -2.2 -1.3
H 1.5306 0.4964 1.2775 1.2 0.5 -0.6
H 0.2954 2.2333 -0.5038 -2.0 -3.4 1.0
H -1.9332 2.7258 0.1024 -2.5 13.9 -1.8
H -3.8993 1.5551 1.1195 3.6 -1.5 -2.6
H -3.4169 -0.9849 1.0118 2.7 0.9 -2.2
H -1.0925 -1.9694 -0.1712 -1.7 3.1 0.6
N 2.0454 0.4693 -0.6884 3.1 -0.3 -2.4
N 2.4086 0.4944 0.7130 1.3 1.1 1.6
```
Forces are in eV/Å.

The frontier orbital gap comes out at 8.6 eV. The calculation puts the LUMO energy at 0.772 eV. The calculation puts the HOMO energy at -7.86 eV. As for the energy above the lowest of the compared OMol25 structures with the same formula, charge and spin: 219.80 kcal per mole.

---

(3)
A cluster of 2 separate species, C8H12N2O in total at a distorted geometry, computed with ωB97M-V with the def2-TZVPD basis set.

The geometry in XYZ format:
```
23
Properties=species:S:1:pos:R:3:forces:R:3
C -2.8599 -1.7081 0.4117 0.2 0.0 0.0
C -2.8226 -0.3446 0.0628 0.1 -0.4 0.1
C -1.5498 -2.1060 0.3782 -0.3 0.1 0.0
C 1.1756 -1.9572 -2.5611 1.1 0.4 1.2
C 1.3227 0.9395 1.2341 0.1 -0.1 -0.1
C 0.9512 1.1932 -1.2369 0.1 0.0 0.0
C 0.5458 -1.0072 -0.0762 1.5 -0.5 -1.1
C 1.3752 0.2303 -0.1305 -0.3 0.3 0.1
N -1.5894 0.0556 -0.1645 0.0 0.8 -0.1
N -0.8067 -1.0122 0.0304 -1.0 -0.6 0.4
O 2.3224 -2.1193 -2.8033 -0.9 0.1 0.0
H -3.7177 -2.3005 0.6545 -0.1 -0.1 0.0
H -3.6413 0.3426 -0.0195 -0.1 0.2 -0.1
H -1.0899 -3.0523 0.5788 0.1 -0.2 0.0
H 0.3203 -2.1568 -3.2183 -0.4 -0.2 -0.5
H 0.3048 1.2607 1.4431 -0.1 0.1 0.0
H 1.6537 0.2760 2.0303 0.0 0.0 0.1
H 1.9701 1.8125 1.2207 0.1 0.1 0.0
H 1.6116 2.0579 -1.2464 0.1 0.1 0.0
H -0.0700 1.5241 -1.0745 0.1 0.1 -0.1
H 1.0113 0.6969 -2.2042 0.0 0.1 -0.1
H 1.0093 -1.9126 0.2886 -0.1 0.0 0.1
H 2.4067 -0.0876 -0.3157 -0.1 -0.1 0.0
```
Forces are in eV/Å.

The frontier orbital gap (spin up / spin down) comes out at 7.3 / 8.3 eV. The calculation puts the LUMO energy (spin up / spin down) at 0.356 / 0.324 eV. The calculation puts the HOMO energy (spin up / spin down) at -6.96 / -7.95 eV. As for the energy above the lowest of the compared OMol25 structures with the same formula, charge and spin: 92.68 kcal per mole.